This record from the OMol25 dataset describes a structure of composition C3H2O3P at a distorted geometry. The level of theory is the ωB97M-V functional and the def2-TZVPD basis.

For the molar mass, the calculation gives 117.0 g mol⁻¹. Its LUMO energy is 4.07 eV. The relative energy (zero: lowest compared OMol25 entry of this formula, charge and spin) is 0.8837 eV. For the highest occupied orbital energy, the calculation gives -3.7 eV. As for the net charge: -1. Its HOMO-LUMO gap is 0.2859 hartree. Its electronic energy is -682.60167 Eh.

Structure (XYZ):
```
9
Properties=species:S:1:pos:R:3:forces:R:3
C -0.454418 1.024791 -1.162319 -0.295 0.153 -1.068
C -1.538358 1.553222 -0.632280 1.354 0.713 0.783
C -2.283883 -0.672211 0.114956 0.077 -1.771 -0.918
O -2.289106 1.931223 0.164608 -0.815 0.965 -0.745
O -2.837526 -1.091540 -0.919289 0.024 0.311 0.085
O -2.702217 -0.390039 1.218212 -0.128 -0.077 1.098
P -0.338333 -0.551605 -0.220796 -0.344 -0.404 -0.505
H -0.054757 1.256946 -2.153640 -0.200 -0.206 0.572
H 0.005499 0.025613 0.990802 0.329 0.316 0.698
```
Positions in Å, forces in eV/Å.

Here are the Mulliken charges for atoms 1 to 2, given in e:
1. C -0.522
2. C 0.486

This record from the OMol25 dataset describes a structure of composition C17H24BiCl2N2O3P at a distorted geometry. The level of theory is the ωB97M-V functional and the def2-TZVPD basis.

For the molar mass, the calculation gives 615.3 g mol⁻¹. Its LUMO energy (spin up / spin down) is -6.49 / -9.27 eV. For the highest occupied orbital energy (spin up / spin down), the calculation gives -15.1 / -12.9 eV. As for the net charge: +2. Its HOMO-LUMO gap (spin up / spin down) is 0.3166 / 0.1341 hartree. Its electronic energy is -2473.15090 Eh.

Structure (XYZ):
```
50
Properties=species:S:1:pos:R:3:forces:R:3
C -0.401426 -3.894973 -5.316171 -0.189 -0.668 -1.135
C -0.631208 -2.986734 -4.271368 1.016 1.763 3.019
H -1.433430 -4.149594 -5.534029 -0.108 -0.917 -0.976
H 0.231989 -4.713130 -4.950169 -0.360 0.064 -0.262
H 0.121531 -3.403522 -6.155222 -0.383 -0.129 0.252
O -1.403676 -2.209156 -3.792783 -0.394 -0.271 -1.200
Cl 2.201849 -1.868245 -4.163300 -0.314 -0.325 -1.082
Bi 0.686581 -1.378153 -2.347333 0.778 0.798 0.562
P 0.072609 1.262628 -3.204447 0.892 0.924 -1.183
C -1.343405 2.420364 -3.084252 -0.597 -0.252 0.507
C 1.460633 2.419253 -2.892034 0.316 -0.234 0.367
H 0.941257 0.274400 -5.243656 -0.062 0.157 -0.062
H 0.376519 1.958847 -5.475247 -0.079 -0.230 -0.036
H -0.805921 0.619086 -5.367578 0.143 0.036 0.026
C 0.155810 0.994826 -5.003002 -0.023 0.007 -0.045
H 2.406991 1.858913 -2.835458 -0.325 0.313 -0.134
H 1.511781 3.181600 -3.688980 -0.120 -0.384 0.291
H -1.193708 3.283926 -3.760349 0.176 -0.545 0.257
H -1.440802 2.794702 -2.052314 0.012 -0.114 -0.372
H 1.311312 2.922648 -1.922277 0.029 -0.193 -0.350
H -2.281097 1.915691 -3.360465 0.276 0.211 0.052
C -2.045937 -0.042827 -1.506895 -1.566 0.047 1.157
O -2.909881 0.269106 -0.844712 1.021 -0.306 -0.793
Cl 2.913069 -0.434627 -1.675253 -0.178 0.231 0.945
C 1.018416 0.193459 4.991506 0.122 0.157 1.046
N 1.252818 0.174613 3.554872 -0.776 -0.362 -0.433
N 0.279340 -0.055071 2.649187 -0.452 0.282 1.867
C 0.825394 -0.162508 1.386319 -0.571 -0.305 -1.490
O 0.112016 -0.393809 0.383811 1.340 0.434 1.488
C 2.237830 0.039065 1.597990 0.591 -0.085 -0.723
C 2.464678 0.228330 2.926629 0.445 0.127 -0.166
C 3.738585 0.444697 3.674891 0.024 0.027 -0.372
C -1.077950 -0.176146 3.047214 -0.620 0.853 0.208
C -1.669798 0.844084 3.809861 0.518 -0.241 -0.166
C -2.960333 0.666237 4.273571 -0.346 0.393 0.329
C -3.684935 -0.476081 3.937972 0.155 -0.867 -0.630
C -3.102059 -1.459973 3.096640 -0.272 0.930 0.536
C -1.794079 -1.278163 2.640537 -0.518 -1.085 -0.253
H 1.986846 0.036661 5.511573 -0.629 0.111 -0.541
H 0.324115 -0.612949 5.285376 0.247 0.355 -0.322
H 0.597403 1.166612 5.321100 0.304 -0.622 -0.294
H 2.952692 0.004826 0.791500 0.071 0.028 0.098
H 3.735057 1.374372 4.239854 -0.107 0.081 0.014
H 3.953827 -0.371067 4.361129 -0.051 -0.125 0.029
H 4.549841 0.495178 2.951013 0.002 -0.005 0.057
H -1.101114 1.753167 4.022510 -0.312 -0.280 0.007
H -3.408810 1.438331 4.914119 0.173 -0.394 -0.411
H -4.716186 -0.611801 4.293659 0.610 0.090 -0.132
H -3.675598 -2.345142 2.818341 0.236 0.295 0.031
H -1.339438 -2.011951 1.966121 -0.143 0.223 0.415
```
Positions in Å, forces in eV/Å.

Here are the Mulliken charges for atoms 1 to 2, given in e:
1. C -1.035
2. C 0.556

This record from the OMol25 dataset describes the ion CClN4 with charge -1 at a distorted geometry. The level of theory is the ωB97M-V functional and the def2-TZVPD basis.

For the molar mass, the calculation gives 103.5 g mol⁻¹. Its LUMO energy is 4.20 eV. The relative energy (zero: lowest compared OMol25 entry of this formula, charge and spin) is 3.5791 eV. For the highest occupied orbital energy, the calculation gives -3.5 eV. As for the net charge: -1. Its HOMO-LUMO gap is 0.2837 hartree. Its electronic energy is -717.22974 Eh.

Structure (XYZ):
```
6
Properties=species:S:1:pos:R:3:forces:R:3
C 0.958452 0.348654 0.209246 -0.642 -1.302 -0.306
N 0.498562 -0.832443 -0.081921 2.027 1.103 0.207
N -1.834412 1.163505 -0.091655 -0.524 -0.422 0.106
N -0.896963 -0.965095 0.003211 -1.006 -2.074 0.185
N -1.482040 0.086453 -0.006600 -0.402 2.559 -0.191
Cl 2.756402 0.198925 -0.032283 0.546 0.138 -0.001
```
Positions in Å, forces in eV/Å.

Here are the Mulliken charges for atoms 1 to 2, given in e:
1. C -0.288
2. N -0.102

This record from the OMol25 dataset describes a cluster of 2 separate species, C4H9BNO2 in total at a distorted geometry. The level of theory is the ωB97M-V functional and the def2-TZVPD basis.

For the molar mass, the calculation gives 113.9 g mol⁻¹. Its LUMO energy is -4.78 eV. The relative energy (zero: lowest compared OMol25 entry of this formula, charge and spin) is 2.3252 eV. For the highest occupied orbital energy, the calculation gives -13.3 eV. As for the net charge: +1. Its HOMO-LUMO gap is 0.3135 hartree. Its electronic energy is -387.65654 Eh.

Structure (XYZ):
```
17
Properties=species:S:1:pos:R:3:forces:R:3
B -0.948988 -0.659740 1.232871 0.838 0.754 -0.011
C 1.899265 -0.488352 -1.740803 1.169 -1.416 -0.085
C 0.599214 -0.411469 -1.706843 -0.865 2.308 -0.436
C -0.607088 0.172306 -1.823168 2.004 -1.329 -0.815
C -0.497488 0.865707 0.867967 -0.368 -0.628 0.555
N 0.399169 1.411515 1.622354 -0.764 0.209 0.436
O -2.183351 -0.985433 0.900837 0.367 2.319 -0.649
O 0.067133 -1.252371 1.871608 0.452 1.141 -0.247
H 2.443524 -0.904562 -2.630012 -0.745 0.351 0.858
H -1.458231 -0.433277 -1.614816 -0.815 -0.033 0.002
H -0.678323 1.090116 -2.432413 -0.057 -0.351 0.746
H -1.022007 1.331231 0.035700 0.551 0.759 0.505
H 2.539058 -0.385511 -0.841064 -0.581 0.274 -0.567
H 0.687919 0.978122 2.498647 0.101 -0.750 -0.541
H 0.674371 2.376837 1.644373 -0.051 0.600 -0.844
H -2.614118 -1.792399 0.971074 -0.956 -2.427 0.433
H 0.021778 -2.085654 2.281605 -0.282 -1.781 0.660
```
Positions in Å, forces in eV/Å.

Here are the Mulliken charges for atoms 1 to 2, given in e:
1. B 0.555
2. C -0.679